# C46H51Cl2MoN5O10P2S

C46H51Cl2MoN5O10P2S as an isolated structure (the ωB97M-V functional and the def2-TZVPD basis, OMol25).

Last column: Mulliken charge in e.
CARTESIAN COORDINATES (ANGSTROEM)
Mo (0.1268, 0.3742, 0.5340)  -0.683
C (-2.3814, 1.9013, 2.4628)  -1.907
C (-3.1273, 1.4096, 1.2233)  -1.396
P (-2.0397, 1.5900, -0.2350)  2.759
C (-2.1085, 3.3641, -0.5937)  0.814
C (-0.9737, 4.1342, -0.7896)  1.378
C (-1.0748, 5.4856, -1.0976)  -0.831
C (-2.3245, 6.0712, -1.2057)  -0.706
C (-3.4720, 5.3025, -1.0336)  -0.914
C (-3.3687, 3.9547, -0.7403)  -1.152
C (-2.9387, 0.8733, -1.6264)  0.506
C (-2.4932, 1.1202, -2.9278)  -0.213
C (-3.1780, 0.5963, -4.0109)  -0.787
C (-4.3354, -0.1459, -3.8043)  -0.829
C (-4.8096, -0.3516, -2.5169)  -0.677
C (-4.1073, 0.1436, -1.4256)  -0.463
P (-1.0487, 0.6951, 2.7642)  2.142
C (-0.0034, 1.3649, 4.0774)  1.047
C (0.3231, 2.7236, 4.0735)  -0.611
C (1.1947, 3.2358, 5.0210)  -0.852
C (1.7574, 2.3926, 5.9715)  -0.619
C (1.4343, 1.0435, 5.9841)  -0.777
C (0.5577, 0.5270, 5.0396)  -0.554
C (-1.9261, -0.7198, 3.4822)  0.348
C (-1.9746, -1.9722, 2.8801)  -0.539
C (-2.6992, -3.0050, 3.4608)  -0.647
C (-3.3743, -2.7911, 4.6530)  -0.769
C (-3.3263, -1.5440, 5.2659)  -0.940
C (-2.6070, -0.5125, 4.6854)  -0.691
H (-3.0267, 1.9521, 3.3381)  0.818
H (-1.9637, 2.8958, 2.2918)  0.565
H (-4.0292, 1.9928, 1.0420)  1.036
H (-3.4225, 0.3641, 1.3331)  0.152
H (-0.0082, 3.6697, -0.7412)  -0.968
H (-0.1818, 6.0750, -1.2646)  0.461
H (-2.4113, 7.1234, -1.4429)  0.436
H (-4.4488, 5.7548, -1.1422)  0.458
H (-4.2723, 3.3619, -0.6549)  0.366
H (-1.6434, 1.7605, -3.1193)  0.384
H (-2.8198, 0.7878, -5.0139)  0.566
H (-4.8827, -0.5402, -4.6505)  0.472
H (-5.7348, -0.8923, -2.3582)  0.546
H (-4.4988, -0.0326, -0.4314)  0.366
H (-0.1336, 3.4021, 3.3622)  0.223
H (1.4249, 4.2929, 5.0268)  0.485
H (2.4373, 2.7923, 6.7125)  0.434
H (1.8572, 0.3908, 6.7366)  0.462
H (0.2972, -0.5240, 5.0690)  0.455
H (-1.4555, -2.1456, 1.9485)  0.356
H (-2.7410, -3.9734, 2.9780)  0.531
H (-3.9398, -3.5941, 5.1075)  0.467
H (-3.8509, -1.3754, 6.1971)  0.471
H (-2.5694, 0.4511, 5.1813)  0.497
Cl (1.4318, -1.4127, 2.1597)  0.049
C (1.6133, -3.2330, 1.9942)  -0.002
Cl (3.2895, -3.6740, 2.0477)  -0.093
H (1.1655, -3.5001, 1.0496)  -0.155
H (1.0913, -3.6354, 2.8536)  0.468
O (0.1532, -2.7025, -0.6451)  -0.774
C (-0.9588, -2.2351, -0.5737)  -0.011
O (-1.2204, -1.0005, -0.1661)  0.317
C (-2.1801, -3.0503, -0.8314)  1.573
C (-2.1913, -3.9690, -1.8729)  -0.900
C (-3.3464, -4.6950, -2.0837)  -0.356
C (-4.4758, -4.5746, -1.3012)  -0.762
C (-4.4056, -3.6683, -0.2650)  -0.950
C (-3.2920, -2.8993, -0.0183)  0.022
N (-5.6005, -3.4541, 0.5844)  1.114
O (-6.5653, -4.1431, 0.3731)  -0.629
O (-5.5301, -2.5773, 1.4254)  -0.613
N (-3.3930, -5.6461, -3.2255)  1.085
O (-4.4650, -6.1293, -3.4959)  -0.595
O (-2.3585, -5.8369, -3.8234)  -0.621
H (-1.3324, -4.0973, -2.5213)  0.727
H (-5.3671, -5.1530, -1.4964)  0.666
H (-3.3063, -2.1983, 0.8016)  0.155
C (2.4062, 3.7232, -0.9550)  -1.454
C (2.5236, 2.7462, 0.2243)  0.788
C (3.6255, 1.7243, -0.0447)  -1.526
C (1.1885, 2.1551, 0.6894)  -0.480
H (3.4096, 4.0395, -1.2417)  0.509
H (1.8468, 4.6230, -0.7017)  0.298
H (1.9449, 3.2548, -1.8251)  0.255
H (2.8425, 3.3496, 1.0822)  0.614
H (3.6730, 0.9492, 0.7258)  0.302
H (4.5892, 2.2339, -0.0516)  0.597
H (3.5059, 1.2502, -1.0185)  0.198
H (0.6336, 2.9045, 1.2554)  0.703
H (1.4568, 1.2851, 1.4390)  0.116
C (-0.4437, -2.8997, -7.2550)  -1.175
C (0.2432, -3.4337, -6.0011)  -0.227
S (0.7970, -2.1247, -4.9245)  1.009
O (0.9208, -0.8958, -5.6771)  -0.751
O (0.0031, -2.1456, -3.7116)  -0.285
C (2.4470, -2.5676, -4.4257)  -0.866
C (3.1746, -1.2823, -4.1198)  -1.263
N (2.3840, -0.4994, -3.1594)  0.507
C (2.1610, -0.8049, -1.8633)  -0.504
N (1.2277, 0.0056, -1.3635)  1.661
C (0.8431, 0.8471, -2.3824)  -2.019
C (1.5356, 0.5277, -3.4790)  -0.016
N (1.5254, 1.2678, -4.7146)  1.364
O (2.5103, 1.2100, -5.4123)  -0.681
O (0.5653, 1.9898, -4.8781)  -0.663
C (2.8967, -1.8629, -1.1292)  -1.541
H (-0.7179, -3.7495, -7.8780)  0.431
H (0.2101, -2.2425, -7.8216)  0.345
H (-1.3508, -2.3502, -7.0100)  0.299
H (1.1207, -4.0351, -6.2425)  0.471
H (-0.4287, -4.0234, -5.3802)  0.158
H (2.9691, -3.1173, -5.2085)  0.756
H (2.3259, -3.2062, -3.5513)  0.256
H (3.2892, -0.6644, -5.0029)  0.601
H (4.1609, -1.4859, -3.7106)  0.565
H (0.1338, 1.6408, -2.2647)  0.781
H (3.9155, -1.9621, -1.4995)  0.570
H (2.3868, -2.8234, -1.2200)  0.188
H (2.9485, -1.6042, -0.0742)  -0.079

Properties
ΔE to the lowest compared entry with this formula, charge and spin   12.3 kcal per mole
Charge   +2
F_max   1.0 eV/Å
⟨S²⟩   2.05
2S+1   3
Frontier orbital gap (alpha / beta)   7.62 / 7.23 eV